Entry from the OMol25 dataset: a 10-piece molecular cluster, C46H66Cl19FIN2O9P overall at a distorted geometry (the ωB97M-V functional and the def2-TZVPD basis).

The strongest force on any atom comes out at 0.06098 Eh/bohr. The calculation puts the energy above the lowest of the compared OMol25 structures with the same formula, charge and spin at 0.0 kJ/mol.

Each atom is followed by the atoms it is bonded to, with distances in Å.
CARTESIAN COORDINATES (ANGSTROEM)
1 C 0.734 3.801 -2.125  C2 1.564, H44 1.122, H45 1.119, H46 1.120
2 C -0.216 3.368 -0.960  C1 1.564, O3 1.194, O4 1.410
3 O 0.100 2.629 -0.077  C2 1.194
4 O -1.533 3.866 -1.019  C2 1.410, C5 1.449
5 C -1.574 5.275 -0.685  O4 1.449, C6 1.582, H47 1.131, H48 1.121
6 C -3.031 5.551 -0.134  C5 1.582, C7 1.575, H49 1.128, H50 1.117
7 C -3.143 5.256 1.409  C6 1.575, C8 1.606, H51 1.123, H52 1.119
8 C -4.255 4.154 1.768  C7 1.606, C9 1.575, H53 1.117, H54 1.124
9 C -3.586 3.125 2.755  C8 1.575, C10 1.472, C23 1.452
10 C -3.011 3.532 4.047  C9 1.472, C11 1.579, C15 1.475
11 C -3.023 5.027 4.555  C10 1.579, C12 1.575, H55 1.111, H56 1.120
12 C -1.666 5.749 4.210  C11 1.575, O13 1.190, Cl14 1.816
13 O -1.626 6.863 3.793  C12 1.190
14 Cl -0.059 4.923 4.387  C12 1.816
15 C -2.381 2.573 4.974  C10 1.475, N16 1.466, C21 1.464
16 N -1.854 2.995 6.275  C15 1.466, C17 1.484, C18 1.460
17 C -0.507 2.439 6.551  N16 1.484, H57 1.117, H58 1.120, H59 1.115
18 C -2.773 2.457 7.274  N16 1.460, C19 1.574, O20 1.212
19 C -4.301 2.836 7.283  C18 1.574, H60 1.116, H61 1.121, H62 1.118
20 O -2.400 1.716 8.156  C18 1.212
21 C -2.272 1.160 4.608  C15 1.464, C22 1.449, H63 1.117
22 C -2.832 0.766 3.331  C21 1.449, C23 1.476, C42 1.566
23 C -3.501 1.714 2.419  C9 1.452, C22 1.476, C24 1.562
24 C -4.085 1.100 1.107  C23 1.562, O25 1.205, C26 1.546
25 O -5.179 1.447 0.740  C24 1.205
26 C -3.184 0.046 0.424  C24 1.546, C27 1.450, C41 1.477
27 C -2.975 -0.102 -1.003  C26 1.450, I28 2.171, C29 1.473
28 I -4.094 1.264 -2.265  C27 2.171
29 C -2.059 -1.115 -1.554  C27 1.473, C30 1.570, C34 1.482
30 C -1.817 -1.244 -3.100  C29 1.570, C31 1.589, H64 1.128, H65 1.116
31 C -1.260 0.092 -3.755  C30 1.589, C32 1.587, H66 1.119, H67 1.125
32 C -0.304 -0.203 -4.986  C31 1.587, F33 1.444, H68 1.116, H69 1.114
33 F -0.674 0.718 -6.035  C32 1.444
34 C -1.341 -2.063 -0.668  C29 1.482, P35 1.849, C39 1.482
35 P -0.207 -3.385 -1.288  C34 1.849, O36 1.491, O37 1.677, O38 1.670
36 O 0.164 -4.398 -0.259  P35 1.491
37 O 1.231 -2.651 -1.741  P35 1.677, H70 0.981
38 O -0.848 -4.240 -2.571  P35 1.670, H71 0.980
39 C -1.557 -1.905 0.790  C34 1.482, N40 1.443, C41 1.476
40 N -0.886 -2.724 1.770  C39 1.443, H72 1.019, H73 1.017
41 C -2.477 -0.884 1.328  C26 1.477, C39 1.476, C42 1.568
42 C -2.737 -0.727 2.867  C22 1.566, C41 1.568, O43 1.204
43 O -2.822 -1.654 3.631  C42 1.204
44 H 1.247 2.868 -2.477  C1 1.122
45 H 1.525 4.483 -1.724  C1 1.119
46 H 0.174 4.249 -2.985  C1 1.120
47 H -1.395 5.903 -1.609  C5 1.131
48 H -0.783 5.542 0.063  C5 1.121
49 H -3.185 6.659 -0.283  C6 1.128
50 H -3.793 5.041 -0.772  C6 1.117
51 H -3.441 6.185 1.967  C7 1.123
52 H -2.163 4.915 1.827  C7 1.119
53 H -4.523 3.679 0.793  C8 1.117
54 H -5.139 4.644 2.259  C8 1.124
55 H -3.240 5.091 5.643  C11 1.111
56 H -3.810 5.547 3.951  C11 1.120
57 H -0.463 1.325 6.617  C17 1.117
58 H -0.169 2.870 7.527  C17 1.120
59 H 0.226 2.760 5.774  C17 1.115
60 H -4.731 2.938 6.257  C19 1.116
61 H -4.846 2.004 7.800  C19 1.121
62 H -4.424 3.742 7.926  C19 1.118
63 H -1.799 0.403 5.279  C21 1.117
64 H -2.782 -1.522 -3.613  C30 1.128
65 H -1.091 -2.054 -3.355  C30 1.116
66 H -0.784 0.790 -3.022  C31 1.119
67 H -2.146 0.610 -4.215  C31 1.125
68 H -0.517 -1.222 -5.390  C32 1.116
69 H 0.769 -0.001 -4.765  C32 1.114
70 H 1.636 -2.465 -0.867  O37 0.981
71 H -1.583 -4.760 -2.184  O38 0.980
72 H -1.446 -3.536 2.024  N40 1.019
73 H -0.637 -2.157 2.576  N40 1.017
74 Cl 3.119 3.971 6.378  C75 1.785
75 C 4.563 4.555 5.507  Cl74 1.785, C76 1.511, H78 1.089, H79 1.091
76 C 4.334 5.896 4.851  C75 1.511, Cl77 1.781, H80 1.090, H81 1.090
77 Cl 3.189 5.795 3.491  C76 1.781
78 H 4.847 3.795 4.779  C75 1.089
79 H 5.363 4.636 6.244  C75 1.091
80 H 5.274 6.272 4.446  C76 1.090
81 H 3.951 6.628 5.562  C76 1.090
82 Cl -4.869 3.732 -4.948  C83 1.785
83 C -3.610 4.656 -4.081  Cl82 1.785, C84 1.511, H86 1.091, H87 1.091
84 C -2.422 4.967 -4.960  C83 1.511, Cl85 1.781, H88 1.091, H89 1.090
85 Cl -1.492 3.505 -5.372  C84 1.781
86 H -3.317 4.083 -3.201  C83 1.091
87 H -4.076 5.583 -3.745  C83 1.091
88 H -1.741 5.638 -4.435  C84 1.091
89 H -2.725 5.448 -5.890  C84 1.090
90 Cl -1.848 -7.925 -2.203  C91 1.784
91 C -0.424 -7.521 -3.197  Cl90 1.784, C92 1.510, H94 1.090, H95 1.089
92 C -0.020 -8.652 -4.113  C91 1.510, Cl93 1.784, H96 1.090, H97 1.090
93 Cl 0.630 -10.048 -3.213  C92 1.784
94 H 0.386 -7.242 -2.524  C91 1.090
95 H -0.691 -6.646 -3.788  C91 1.089
96 H 0.767 -8.318 -4.789  C92 1.090
97 H -0.860 -9.000 -4.715  C92 1.090
98 Cl 4.790 -5.779 -6.049  C99 1.782
99 C 3.878 -5.559 -4.534  Cl98 1.782, C100 1.512, H102 1.089, H103 1.090
100 C 2.754 -6.560 -4.388  C99 1.512, Cl101 1.784, H104 1.091, H105 1.090
101 Cl 1.446 -6.283 -5.568  C100 1.784
102 H 3.506 -4.535 -4.512  C99 1.089
103 H 4.589 -5.682 -3.717  C99 1.090
104 H 2.310 -6.471 -3.396  C100 1.091
105 H 3.107 -7.584 -4.513  C100 1.090
106 Cl 2.864 -9.152 -6.674  C107 1.782
107 C 4.289 -8.748 -7.666  Cl106 1.782, C108 1.512, H110 1.089, H111 1.090
108 C 4.688 -9.883 -8.581  C107 1.512, Cl109 1.781, H112 1.091, H113 1.090
109 Cl 5.335 -11.278 -7.682  C108 1.781
110 H 5.099 -8.471 -6.994  C107 1.089
111 H 4.022 -7.872 -8.257  C107 1.090
112 H 5.476 -9.550 -9.258  C108 1.091
113 H 3.847 -10.229 -9.181  C108 1.090
114 Cl 0.941 -15.800 -4.995  C115 1.782
115 C 1.904 -15.072 -3.684  Cl114 1.782, C116 1.512, H118 1.089, H119 1.090
116 C 1.875 -13.561 -3.725  C115 1.512, Cl117 1.781, H120 1.091, H121 1.090
117 Cl 2.746 -12.909 -5.135  C116 1.781
118 H 2.921 -15.455 -3.759  C115 1.089
119 H 1.476 -15.424 -2.745  C115 1.090
120 H 2.364 -13.158 -2.838  C116 1.091
121 H 0.855 -13.180 -3.754  C116 1.090
122 Cl 5.950 5.438 8.981  C123 1.783
123 C 5.363 3.799 9.366  Cl122 1.783, C124 1.511, H126 1.089, H127 1.090
124 C 6.476 2.777 9.351  C123 1.511, Cl125 1.782, H128 1.090, H129 1.089
125 Cl 7.106 2.496 7.707  C124 1.782
126 H 4.577 3.547 8.654  C123 1.089
127 H 4.918 3.848 10.360  C123 1.090
128 H 6.102 1.820 9.715  C124 1.090
129 H 7.308 3.082 9.984  C124 1.089
130 Cl 2.995 1.570 -7.286  C131 1.782
131 C 1.466 1.533 -8.201  Cl130 1.782, C132 1.511, H134 1.088, H135 1.090
132 C 1.548 2.338 -9.478  C131 1.511, Cl133 1.782, H136 1.090, H137 1.090
133 Cl 1.669 4.088 -9.164  C132 1.782
134 H 0.674 1.895 -7.548  C131 1.088
135 H 1.263 0.487 -8.433  C131 1.090
136 H 0.644 2.184 -10.068  C132 1.090
137 H 2.404 2.044 -10.083  C132 1.090
138 Cl -2.723 6.302 7.777  C139 1.780
139 C -1.403 7.191 8.574  Cl138 1.780, C140 1.513, H142 1.089, H143 1.090
140 C -0.243 7.464 7.643  C139 1.513, Cl141 1.783, H144 1.091, H145 1.090
141 Cl 0.637 5.980 7.195  C140 1.783
142 H -1.090 6.616 9.444  C139 1.089
143 H -1.826 8.134 8.923  C139 1.090
144 H 0.475 8.118 8.138  C140 1.091
145 H -0.570 7.951 6.724  C140 1.090